Density functional theory data (ωB97M-V with the def2-TZVPD basis set) for a molecular structure, C38H30FeN10S.

XYZ file:
```
80
Properties=species:S:1:pos:R:3:lowdin_charge:R:1
Fe 0.075 0.012 -0.043 0.755
C -3.344 -2.047 5.121 -0.051
C -3.674 -3.112 4.284 -0.051
C -3.039 -3.294 3.059 0.010
C -2.080 -2.365 2.707 -0.104
C -1.221 -2.225 1.519 -0.277
N -1.131 -3.147 0.570 0.207
C -0.406 -2.991 -0.510 -0.260
C 0.006 -4.137 -1.350 -0.100
C -0.246 -5.487 -1.251 0.010
C 0.350 -6.310 -2.207 -0.049
C 1.171 -5.785 -3.204 -0.050
C 1.428 -4.416 -3.285 0.008
C 0.822 -3.614 -2.343 -0.101
C 0.892 -2.160 -2.088 -0.243
N 1.634 -1.352 -2.814 0.214
C 2.003 -0.150 -2.397 -0.257
N 1.839 0.372 -1.159 0.079
C 2.478 1.571 -1.104 -0.255
N 2.636 2.353 -0.053 0.222
C 2.068 2.096 1.112 -0.241
N 1.050 1.234 1.360 0.087
C 0.801 1.223 2.697 -0.247
N -0.093 0.506 3.360 0.213
C -0.713 -0.534 2.832 -0.266
N -0.483 -1.102 1.625 0.094
C -1.751 -1.299 3.541 -0.116
C -2.368 -1.121 4.765 0.005
C 1.680 2.200 3.364 -0.105
C 1.809 2.575 4.686 0.005
C 2.770 3.539 4.976 -0.053
C 3.567 4.094 3.974 -0.053
C 3.435 3.704 2.644 0.005
C 2.475 2.752 2.366 -0.105
C 3.055 1.881 -2.422 -0.106
C 3.773 2.964 -2.893 0.006
C 4.176 2.924 -4.223 -0.051
C 3.876 1.834 -5.042 -0.052
C 3.162 0.744 -4.558 0.006
C 2.755 0.794 -3.237 -0.106
N 0.093 -1.838 -1.041 0.082
H -3.853 -1.944 6.069 0.110
H -4.434 -3.813 4.598 0.110
H -3.281 -4.123 2.411 0.120
H -0.878 -5.886 -0.471 0.120
H 0.177 -7.376 -2.174 0.110
H 1.619 -6.454 -3.925 0.110
H 2.071 -4.002 -4.048 0.119
H -2.099 -0.300 5.414 0.119
H 1.192 2.136 5.457 0.118
H 2.905 3.865 5.998 0.110
H 4.304 4.838 4.240 0.110
H 4.054 4.122 1.865 0.118
H 4.013 3.800 -2.252 0.119
H 4.739 3.751 -4.634 0.111
H 4.211 1.838 -6.069 0.110
H 2.938 -0.110 -5.182 0.119
C -1.743 2.453 -1.422 -0.175
C -1.614 2.780 0.050 -0.190
N -1.768 1.590 0.871 -0.097
C -3.146 1.167 1.122 -0.234
C -3.856 0.410 -0.006 -0.427
S -2.875 -0.849 -0.860 0.942
C -2.713 -0.187 -2.537 -0.430
C -1.391 0.504 -2.878 -0.248
N -0.873 1.323 -1.779 -0.097
H -2.770 2.186 -1.662 0.096
H -1.519 3.347 -2.009 0.133
H -0.610 3.172 0.238 0.116
H -2.329 3.573 0.310 0.129
H -1.354 1.781 1.774 0.085
H -3.124 0.524 2.005 0.107
H -3.780 2.027 1.377 0.126
H -4.716 -0.100 0.429 0.078
H -4.260 1.089 -0.756 0.068
H -2.841 -1.032 -3.213 0.080
H -3.566 0.470 -2.713 0.074
H -0.639 -0.245 -3.122 0.090
H -1.553 1.102 -3.785 0.130
H 0.030 1.690 -2.070 0.103
```

## Properties
**Net charge**: +1
**LUMO (alpha / beta)**: -4.19 / -4.98 eV
**Spin multiplicity**: 6
**Kohn-Sham gap (alpha / beta)**: 5.0 / 5.7 eV

=====

Density functional theory data (ωB97M-V with the def2-TZVPD basis set) for a molecular structure, C38H30IrN10O4S4Se.

XYZ file:
```
88
Properties=species:S:1:pos:R:3:lowdin_charge:R:1
Ir -1.219 1.403 0.742 0.921
C -3.347 4.686 4.241 -0.024
N -3.792 3.334 3.951 -0.122
C -4.823 2.661 4.573 -0.019
C -4.901 1.445 4.020 -0.017
N -3.896 1.356 3.046 0.042
C -3.232 2.544 3.013 -0.597
S -1.985 3.115 2.041 0.750
C -3.708 0.190 2.250 -0.215
C -4.343 -0.973 2.651 0.009
C -4.334 -2.074 1.812 -0.015
C -3.740 -1.964 0.572 -0.003
C -3.093 -0.784 0.268 -0.084
N -3.011 0.264 1.108 -0.032
H -3.952 5.077 5.055 0.097
H -3.463 5.316 3.360 0.095
H -2.298 4.674 4.532 0.096
H -5.421 3.116 5.341 0.133
H -5.607 0.660 4.200 0.117
H -4.826 -1.035 3.612 0.106
H -4.813 -2.993 2.122 0.124
H -3.713 -2.784 -0.129 0.104
H -2.594 -0.665 -0.682 0.089
S -0.282 1.883 -2.895 0.771
C -0.294 3.511 -2.320 -0.721
C 0.670 4.491 -2.552 -0.041
C 0.509 5.753 -1.992 -0.192
C 1.571 6.711 -2.133 -0.177
N 2.459 7.436 -2.211 0.175
C -0.634 6.065 -1.239 -0.193
C -1.582 5.073 -0.995 -0.055
C -1.377 3.800 -1.489 -0.684
S -2.367 2.395 -1.104 0.620
C -0.800 7.360 -0.650 -0.182
N -0.928 8.398 -0.172 0.167
H 1.547 4.274 -3.148 0.126
H -2.447 5.290 -0.382 0.116
N 8.476 2.270 -3.466 0.162
C 7.481 2.376 -2.901 -0.178
C 6.237 2.504 -2.193 -0.227
C 5.435 1.384 -1.987 -0.006
C 4.238 1.503 -1.309 0.016
C 3.835 2.747 -0.834 -0.155
C 4.633 3.866 -1.032 0.007
C 5.831 3.744 -1.712 -0.007
N 2.592 2.880 -0.155 0.029
C 2.143 3.979 0.550 -0.016
C 0.887 3.686 0.950 -0.121
N 0.545 2.431 0.483 -0.103
C 1.601 1.970 -0.154 -0.155
H 5.756 0.419 -2.353 0.127
H 3.639 0.621 -1.138 0.114
H 4.325 4.842 -0.687 0.108
H 6.448 4.616 -1.878 0.127
H 2.734 4.859 0.718 0.126
H 0.216 4.301 1.520 0.070
H 1.634 1.012 -0.634 0.109
C 2.012 -9.602 -0.054 -0.048
C 1.128 -8.488 -0.545 -0.266
C 1.352 -7.892 -1.785 -0.030
C 0.547 -6.861 -2.235 -0.047
C -0.497 -6.418 -1.434 -0.299
C -0.745 -6.998 -0.201 -0.047
C 0.067 -8.035 0.233 -0.033
S -1.473 -5.057 -1.982 0.632
O -1.934 -5.274 -3.321 -0.283
O -2.455 -4.790 -0.954 -0.323
N -0.338 -3.874 -2.056 -0.127
C 0.288 -3.500 -0.773 -0.210
C 0.904 -2.111 -0.884 -0.080
C -0.165 -1.047 -1.080 -0.635
O -0.968 -1.163 -2.009 -0.010
O -0.082 -0.065 -0.253 -0.262
H 2.960 -9.615 -0.590 0.076
H 1.533 -10.572 -0.197 0.086
H 2.220 -9.491 1.010 0.080
H 2.167 -8.244 -2.406 0.114
H 0.717 -6.398 -3.199 0.121
H -1.564 -6.631 0.402 0.111
H -0.124 -8.496 1.195 0.116
H -0.773 -3.037 -2.464 0.090
H 1.067 -4.226 -0.537 0.120
H -0.444 -3.515 0.043 0.121
H 1.574 -2.079 -1.749 0.132
H 1.475 -1.900 0.020 0.089
Se 2.478 -0.319 2.671 0.544
C 0.789 0.173 2.527 -0.937
N -0.332 0.507 2.401 -0.110
```

## Properties
**Net charge**: 0
**LUMO (alpha / beta)**: -0.95 / -1.60 eV
**Spin multiplicity**: 2
**Kohn-Sham gap (alpha / beta)**: 7.0 / 6.4 eV

=====

Density functional theory data (ωB97M-V with the def2-TZVPD basis set) for a molecular structure, C38H30MoN3O7S2.

XYZ file:
```
81
Properties=species:S:1:pos:R:3:lowdin_charge:R:1
Mo -0.009 0.153 0.104 1.876
O 3.625 -1.012 -1.443 0.269
C 2.688 -0.233 -0.987 -0.339
O 1.460 -0.472 -0.978 -0.104
C 3.125 1.090 -0.387 -0.038
O 2.118 1.523 0.513 -0.172
C 2.361 1.294 1.907 -0.042
C 1.301 0.258 2.382 -0.609
O 0.643 0.451 3.379 0.098
O 1.186 -0.711 1.560 -0.127
H 3.355 -1.893 -1.763 0.188
H 4.106 0.975 0.090 0.167
H 3.208 1.850 -1.180 0.176
H 3.368 0.907 2.091 0.152
H 2.239 2.250 2.427 0.128
S 0.531 -5.560 0.198 1.075
C 0.524 -7.203 -0.227 -0.363
C -0.269 -7.464 -1.319 -0.137
C -0.877 -6.317 -1.828 -0.085
C -0.558 -5.167 -1.121 -0.473
C -0.989 -3.826 -1.376 -0.168
C -0.588 -2.749 -0.555 -0.034
N -0.912 -1.483 -0.804 -0.047
C -1.642 -1.203 -1.917 -0.147
C -2.151 -2.216 -2.768 -0.104
C -2.920 -1.812 -3.905 0.027
C -3.125 -0.504 -4.186 0.028
C -2.587 0.529 -3.354 -0.106
C -2.782 1.883 -3.580 0.071
C -2.230 2.826 -2.696 -0.170
C -1.416 2.345 -1.647 -0.006
N -1.184 1.053 -1.411 -0.048
C -1.817 0.155 -2.227 -0.144
C -2.495 4.221 -2.885 -0.461
C -2.071 5.306 -2.136 -0.104
C -2.544 6.523 -2.627 -0.153
C -3.330 6.378 -3.744 -0.362
S -3.509 4.762 -4.212 1.117
C -1.826 -3.532 -2.470 0.110
H 1.099 -7.903 0.346 0.083
H -0.403 -8.448 -1.728 0.122
H -1.523 -6.343 -2.685 0.117
H 0.012 -2.936 0.332 0.108
H -3.329 -2.579 -4.544 0.136
H -3.696 -0.208 -5.052 0.137
H -3.369 2.212 -4.423 0.108
H -0.924 3.042 -0.978 0.125
H -1.449 5.222 -1.263 0.080
H -2.320 7.479 -2.193 0.112
H -3.809 7.152 -4.313 0.085
H -2.200 -4.324 -3.098 0.137
C -4.156 4.581 4.234 -0.014
O -3.012 3.896 3.727 -0.100
C -2.231 4.503 2.815 -0.199
C -2.616 5.582 2.017 0.026
C -1.696 6.224 1.213 -0.055
C -0.370 5.810 1.166 -0.074
C 0.023 4.715 1.908 -0.012
C -0.895 4.046 2.718 -0.147
N -0.441 3.078 3.634 0.170
C -1.064 2.019 4.059 0.037
C -2.183 1.348 3.440 -0.117
C -3.284 1.096 4.272 0.005
C -4.420 0.476 3.803 -0.015
C -4.458 0.015 2.492 -0.018
C -3.355 0.161 1.678 0.022
C -2.199 0.835 2.114 -0.234
O -1.160 0.782 1.293 -0.243
H -4.479 4.006 5.101 0.103
H -4.964 4.608 3.501 0.106
H -3.901 5.595 4.547 0.114
H -3.636 5.928 2.049 0.126
H -2.011 7.081 0.640 0.121
H 0.352 6.359 0.582 0.121
H 1.047 4.375 1.884 0.111
H 0.394 3.356 4.149 0.195
H -0.742 1.600 5.006 0.171
H -3.240 1.435 5.295 0.139
H -5.269 0.334 4.453 0.129
H -5.341 -0.484 2.121 0.128
H -3.330 -0.262 0.676 0.118
```

## Properties
**Net charge**: +3
**LUMO (alpha / beta)**: -9.87 / -9.88 eV
**Kohn-Sham gap (alpha / beta)**: 4.8 / 4.8 eV